Record 1
{
  "formula": "C2H3NO3",
  "method": "ωB97M-V/def2-TZVPD",
  "elements": ["O", "C", "N", "O", "C", "O", "H", "H", "H"],
  "coordinates": [[2.2681, -0.0716, -0.1540], [1.1940, -0.5148, -0.1422], [-0.0189, 0.2030, -0.0332], [0.2948, 1.5370, -0.1835], [-1.2920, -0.3279, -0.0418], [-2.3974, 0.1400, -0.2127], [0.7050, -1.4239, -0.1943], [0.4684, 1.8906, 0.6447], [-1.2220, -1.4324, 0.3169]],
  "forces_ev_per_a": [[2.24, 0.60, -0.06], [-4.06, -0.13, 0.44], [1.58, 2.82, 0.08], [-1.96, -0.02, -3.05], [-1.45, -2.02, 1.00], [1.89, 0.43, 0.00], [1.12, -3.86, -0.27], [0.42, 0.91, 2.73], [0.21, 1.27, -0.86]],
  "mulliken_charge": [-0.43, 0.13, 0.19, -0.39, 0.16, -0.45, 0.31, 0.32, 0.16],
  "smiles": "O=CN(O)C=O",
  "de_lowest_kj_mol": 361.2,
  "homo_energy_ha": -0.3938,
  "e_lumo_ev": 0.463,
  "mol_weight_g_mol": 89.05,
  "max_force_ev_per_a": 4.1
}

Record 2
{
  "formula": "C5H10O2",
  "method": "ωB97M-V/def2-TZVPD",
  "elements": ["C", "C", "O", "C", "C", "C", "H", "H", "H", "H", "H", "H", "H", "H", "O", "H", "H"],
  "coordinates": [[-1.1875, -0.5251, 2.0552], [-0.7194, -0.0946, 0.8320], [-0.3701, -1.1406, 0.0126], [-0.8993, 1.1494, 0.1388], [-0.4420, 1.1127, -1.1461], [-0.8263, 2.1731, -2.2337], [-1.7862, -1.3507, 2.1147], [-0.9124, -0.1633, 3.0609], [-0.6967, -1.9308, 0.4714], [-1.0344, 2.0446, 0.8003], [0.1356, 0.2802, -1.5824], [-0.0182, 2.8949, -2.1474], [-1.8164, 2.5761, -2.1931], [-0.9191, 1.7321, -3.1643], [3.4517, -2.1091, 0.4733], [3.5291, -1.4329, 1.2048], [3.3135, -1.5456, -0.3290]],
  "forces_ev_per_a": [[1.85, 2.99, 0.67], [-0.89, -2.19, 1.59], [-1.09, -0.06, -0.64], [3.21, 0.65, 0.02], [-1.83, 1.57, -1.17], [1.05, -0.60, 2.77], [-0.69, -2.88, -0.15], [-0.80, 0.95, -0.88], [0.56, -0.07, -0.06], [-0.79, -0.80, -1.29], [-0.69, 0.24, 0.73], [-0.27, 0.55, -0.68], [-0.47, 0.76, 1.16], [0.87, -1.11, -2.07], [0.00, 1.94, 0.17], [-0.15, -1.17, -1.17], [0.13, -0.79, 1.01]],
  "mulliken_charge": [-0.99, 0.68, -0.45, -0.40, -0.07, -1.20, 0.30, 0.21, 0.26, 0.29, 0.37, 0.28, 0.34, 0.40, -0.65, 0.32, 0.32],
  "smiles": "C=C(O)/C=C/C.O",
  "de_lowest_kj_mol": 430.8,
  "homo_energy_ha": -0.2856,
  "e_lumo_ev": 0.300,
  "mol_weight_g_mol": 102.13,
  "max_force_ev_per_a": 3.6
}

Record 3
{
  "formula": "C26H43F3IN2O6S",
  "method": "ωB97M-V/def2-TZVPD",
  "elements": ["C", "C", "C", "C", "C", "C", "C", "C", "O", "C", "C", "I", "N", "C", "C", "C", "O", "C", "F", "F", "F", "C", "C", "C", "C", "C", "N", "C", "S", "O", "O", "H", "H", "H", "H", "H", "H", "H", "H", "H", "H", "H", "H", "H", "H", "H", "H", "H", "H", "H", "H", "H", "H", "H", "H", "H", "H", "H", "H", "H", "H", "H", "H", "H", "H", "H", "H", "H", "H", "H", "C", "C", "C", "O", "C", "C", "C", "O", "H", "H", "H", "H"],
  "coordinates": [[1.4606, -4.1582, -1.9402], [0.1579, -3.5683, -1.1627], [0.6576, -2.3288, -0.2341], [-0.3079, -1.0601, -0.2882], [0.4307, 0.3236, -0.6741], [1.8734, 0.5413, -0.0369], [2.9314, 0.7565, -1.2485], [4.4387, 0.6643, -0.7423], [4.7163, -0.6775, -0.2914], [4.9552, -0.7436, 1.1300], [-0.4984, 1.6013, -0.4312], [0.4736, 3.5061, -0.9814], [-1.0539, 1.6655, 0.9623], [-0.9070, 0.4130, 1.7622], [-1.6830, 0.6446, 3.1326], [-0.9913, 1.8461, 3.9887], [-1.6390, 3.1065, 3.8151], [-0.7799, 1.4302, 5.5208], [0.0809, 0.3038, 5.5710], [-0.1001, 2.4692, 6.1861], [-1.9810, 1.1122, 6.1527], [-1.3627, -0.9199, 0.9480], [-1.4529, -2.1943, 1.8972], [-2.1151, -3.5104, 1.2185], [-3.3551, -4.1015, 2.0713], [-4.2556, -4.9508, 1.0682], [-3.4612, -5.9791, 0.2922], [-2.8176, -0.6756, 0.2762], [-4.2647, -0.7739, 1.4023], [-5.2254, -1.8243, 0.8800], [-5.0054, 0.5528, 1.2793], [1.5217, -3.6366, -2.9430], [1.4111, -5.2874, -2.0021], [2.4107, -3.9199, -1.3402], [-0.2416, -4.4350, -0.5557], [-0.5883, -3.2387, -1.9510], [1.6283, -2.0146, -0.7683], [0.9882, -2.6570, 0.7963], [-0.9754, -1.2632, -1.2061], [0.5848, 0.2699, -1.8108], [2.2851, -0.3364, 0.5568], [1.9496, 1.4482, 0.6678], [2.8027, 1.7523, -1.7759], [2.6986, -0.0523, -2.0248], [4.6238, 1.4753, 0.0294], [5.1117, 0.8821, -1.6306], [4.5660, 0.1525, 1.7123], [4.3935, -1.6580, 1.5397], [6.0596, -0.9399, 1.3728], [-1.3583, 1.5170, -1.1858], [-0.6244, 2.5048, 1.4047], [-2.0754, 1.8778, 0.9365], [0.1769, 0.1903, 2.0714], [-1.6278, -0.2470, 3.8510], [-2.7700, 0.9974, 2.9955], [0.0709, 1.9310, 3.5584], [-2.6082, 2.9797, 3.8642], [-2.1209, -2.0082, 2.8146], [-0.4488, -2.5032, 2.3595], [-2.3317, -3.3975, 0.1144], [-1.3019, -4.3161, 1.2977], [-3.9141, -3.3119, 2.6621], [-2.9090, -4.8400, 2.8296], [-5.1135, -5.5017, 1.5884], [-4.7619, -4.3088, 0.2633], [-2.5695, -6.1753, 0.7598], [-3.3270, -5.6143, -0.6547], [-2.8913, 0.3307, -0.2615], [-2.9945, -1.4548, -0.5467], [-3.9710, -0.9122, 2.7496], [1.5870, 5.4992, -4.2895], [1.4150, 6.7700, -4.6527], [2.2603, 7.3893, -5.6971], [2.1060, 8.5471, -6.0274], [3.3006, 6.5437, -6.3222], [3.4715, 5.2723, -5.9575], [2.6266, 4.6544, -4.9140], [2.7793, 3.4930, -4.5801], [0.9800, 5.0274, -3.5275], [0.6577, 7.4021, -4.2056], [3.9094, 7.0126, -7.0848], [4.2285, 4.6397, -6.4039]],
  "forces_ev_per_a": [[-0.22, 0.48, 0.84], [1.50, -0.48, 0.19], [0.69, 0.24, -1.62], [-1.21, -0.38, -0.60], [0.51, 0.22, 0.34], [1.28, 0.36, -0.55], [0.04, -0.21, 0.49], [-0.66, 0.22, -1.36], [-0.08, 1.49, 1.27], [0.03, -1.28, 0.98], [-0.12, -1.27, -2.63], [-0.64, -0.92, 0.51], [-0.18, 0.62, -0.13], [-0.01, -2.52, 2.33], [0.16, 1.05, 1.39], [0.65, -0.92, -0.64], [0.06, -1.22, 0.03], [0.97, 0.35, 0.22], [-1.96, 2.06, -0.04], [-1.89, -2.37, -1.14], [2.51, 0.71, -1.02], [-0.28, 0.92, -0.47], [-0.38, -0.68, 0.66], [0.91, -0.47, 1.05], [0.57, -0.73, -0.84], [-0.80, -0.21, -0.42], [-0.36, 1.08, 0.64], [1.46, -0.36, -0.36], [-7.21, 1.45, -3.56], [3.67, 1.52, 1.92], [3.18, -2.14, 1.10], [0.16, -0.94, 1.06], [-0.04, 1.41, -0.36], [-1.36, -0.30, -0.90], [0.13, 1.29, -0.68], [0.71, -0.35, 1.16], [-1.36, -0.25, 0.93], [-0.61, 0.39, -1.13], [0.96, 0.30, 1.32], [-0.31, 0.22, 1.66], [-0.90, 0.85, -0.75], [-0.36, -1.18, -1.00], [-0.02, -1.10, 0.69], [0.62, 0.97, 1.04], [-0.13, -1.12, -0.65], [-0.73, -0.25, 1.05], [0.60, -0.91, -0.89], [0.72, 1.20, -0.62], [-1.48, 0.58, -0.46], [1.10, 0.28, 1.36], [-0.25, -0.70, 0.22], [0.66, -0.03, -0.11], [-1.36, 0.84, -0.80], [-0.21, 0.99, -1.57], [1.40, -0.84, -0.01], [-1.33, 0.23, 0.97], [0.61, 0.12, 0.19], [1.04, 0.13, -1.37], [-1.30, 0.80, -0.85], [0.03, 0.00, 1.35], [-1.19, 1.22, -0.40], [0.46, -0.97, -0.90], [-0.67, 1.11, -0.92], [1.30, 0.91, -0.35], [0.75, -0.53, 1.46], [-0.47, 0.04, -0.55], [0.39, -0.42, 0.58], [-0.20, -1.29, 0.98], [0.02, 0.95, 1.51], [0.42, -0.30, -0.84], [-0.07, 0.30, -0.01], [-0.16, -0.26, 0.27], [0.02, 0.47, -0.22], [0.00, -0.29, 0.12], [0.16, -0.29, -0.03], [0.07, 0.21, -0.16], [0.10, -0.34, 0.02], [-0.07, 0.20, 0.06], [-0.03, -0.01, -0.07], [0.02, 0.04, -0.04], [-0.03, 0.03, 0.02], [-0.03, -0.02, 0.03]],
  "mulliken_charge": [-1.07, -0.25, -0.97, -0.04, -0.07, -0.48, -0.40, -0.67, -0.36, -0.60, -1.62, 0.23, 0.60, -1.61, -0.61, -0.29, -0.52, 0.63, -0.24, -0.24, -0.23, 1.82, -1.60, -0.58, -0.56, -0.73, -0.62, -1.38, 1.05, -0.61, -0.69, 0.28, 0.38, 0.29, 0.06, 0.33, 0.43, 0.10, 0.46, 0.81, 0.10, 0.53, 0.15, 0.32, 0.32, 0.37, 0.29, 0.18, 0.25, 0.58, 0.66, 0.52, 0.20, 0.22, 0.29, 0.29, 0.43, 0.49, 0.52, 0.27, 0.33, 0.36, 0.36, 0.34, 0.28, 0.29, 0.29, 0.64, 0.69, 0.11, -0.22, -0.44, 0.33, -0.52, -0.37, -0.33, 0.44, -0.55, 0.34, 0.42, 0.41, 0.42],
  "homo_energy_ha": -0.4161,
  "charge": 1,
  "e_lumo_ev": -3.752,
  "mol_weight_g_mol": 695.60,
  "max_force_ev_per_a": 8.2
}